Here is C19H33Cl2N2O4SV as an isolated structure in a non-equilibrium geometry from the OMol25 dataset. Energies are from the ωB97M-V functional and the def2-TZVPD basis.

Geometry as ORCA input:
```
! RIJCOSX wB97M-V def2-TZVPD def2/J DEFGRID3
* xyz 0 3
O 1.847 1.066 -0.889
C 1.487 1.466 -2.088
C 1.476 3.041 -2.178
C 1.178 3.767 -1.027
H 0.977 3.232 -0.093
C 1.111 5.169 -1.058
H 0.828 5.703 -0.143
C 1.406 5.851 -2.244
H 1.374 6.942 -2.282
C 1.748 5.134 -3.404
H 1.988 5.665 -4.329
C 1.768 3.729 -3.365
H 2.006 3.164 -4.271
H 2.313 1.149 -2.765
C 0.375 -0.475 -3.549
C 0.052 0.686 -2.635
H -0.026 -0.314 -4.577
H -0.067 -1.421 -3.178
H 1.452 -0.611 -3.665
C -0.991 1.524 -2.957
C -2.110 1.276 -3.931
H -1.002 2.545 -2.554
H -2.193 1.972 -4.788
H -3.063 1.378 -3.398
H -2.136 0.271 -4.365
V -0.269 -0.006 -0.526
Cl -1.261 1.779 0.443
Cl -2.030 -1.098 -1.500
C -2.483 -0.968 1.519
O -1.256 -1.155 1.312
N -3.266 -1.853 2.167
C -2.794 -3.169 2.585
C -4.680 -1.594 2.351
H -2.960 -0.043 1.156
H -1.752 -3.310 2.285
H -3.413 -3.965 2.144
H -2.889 -3.286 3.675
H -4.901 -0.583 1.996
H -4.948 -1.676 3.413
H -5.286 -2.322 1.794
H 1.880 -4.986 -0.802
H 4.362 -3.979 -0.498
C 1.840 -4.213 -1.583
C 4.047 -3.182 -1.184
N 2.602 -3.044 -1.169
H 0.792 -3.934 -1.769
C 2.004 -1.938 -0.691
O 0.756 -1.816 -0.634
H 4.508 -2.234 -0.870
H 2.677 -1.125 -0.377
H 2.295 -4.613 -2.494
H 4.390 -3.433 -2.195
C 0.113 0.687 3.671
S 1.462 -0.085 2.789
C 1.136 -1.800 3.218
O 1.141 0.124 1.345
H 0.249 0.540 4.750
H -0.800 0.216 3.290
H 0.136 1.754 3.424
H 0.103 -2.032 2.933
H 1.850 -2.438 2.682
H 1.295 -1.909 4.300
*
```

Strongest force on any atom   3.51 eV Å⁻¹
LUMO (alpha / beta)   0.28 / 0.29 eV
<S²>   2.02
HOMO-LUMO gap (alpha / beta)   7.61 / 7.65 eV

Atom charges from the Löwdin analysis, given in e for atoms 1 to 4: number 1, O, carries -0.2408; number 2, C, carries -0.4148; number 3, C, carries -0.1756; number 4, C, carries -0.0597



Here is C56H65BFeN11O3S4 as an isolated structure in a non-equilibrium geometry from the OMol25 dataset. Energies are from the ωB97M-V functional and the def2-TZVPD basis.

Geometry as ORCA input:
```
! RIJCOSX wB97M-V def2-TZVPD def2/J DEFGRID3
* xyz 1 5
Fe -0.706 -1.698 0.114
C 2.189 3.545 -2.899
C 1.884 3.850 -1.470
C 2.110 5.041 -0.831
C 1.779 5.215 0.541
N 1.211 4.259 1.237
N 0.985 3.123 0.614
B 0.429 1.717 1.016
N 1.396 1.028 1.985
N 2.559 1.693 2.091
C 3.489 1.271 2.887
C 3.292 0.113 3.684
C 2.141 -0.600 3.565
C 1.892 -1.841 4.357
C 1.144 -0.144 2.635
S -0.290 -1.028 2.449
C 4.789 2.054 2.938
C 4.776 3.197 1.919
C 4.960 2.639 4.347
C 5.956 1.109 2.620
N -1.014 1.760 1.534
N -0.987 2.551 2.610
C -2.036 2.695 3.366
C -3.203 1.946 3.108
C -3.265 1.151 2.000
C -4.462 0.311 1.699
C -2.133 1.095 1.130
S -2.239 0.189 -0.307
C -1.893 3.695 4.505
C -0.775 3.208 5.440
C -1.493 5.046 3.888
C -3.195 3.860 5.286
C 1.308 2.867 -0.653
S 0.807 1.239 -0.885
C 2.084 6.530 1.239
C 1.261 7.646 0.575
C 1.726 6.455 2.723
C 3.581 6.843 1.087
H 2.932 4.225 -3.311
H 1.277 3.623 -3.495
H 2.545 2.517 -2.989
H 2.552 5.866 -1.374
H 4.059 -0.208 4.375
H 2.751 -2.083 4.980
H 1.676 -2.676 3.689
H 1.012 -1.711 4.988
H 3.934 3.864 2.107
H 4.681 2.811 0.903
H 5.706 3.762 1.996
H 4.135 3.315 4.582
H 5.893 3.201 4.399
H 4.990 1.857 5.108
H 5.823 0.650 1.638
H 6.050 0.314 3.361
H 6.890 1.672 2.610
H -4.036 1.974 3.796
H -5.197 0.388 2.498
H -4.159 -0.731 1.581
H -4.916 0.629 0.759
H 0.157 3.108 4.883
H -1.026 2.238 5.873
H -0.629 3.922 6.252
H -0.578 4.929 3.309
H -1.333 5.785 4.674
H -2.280 5.408 3.222
H -3.477 2.940 5.802
H -4.013 4.163 4.630
H -3.063 4.637 6.039
H 0.194 7.418 0.615
H 1.546 7.788 -0.469
H 1.432 8.585 1.100
H 0.654 6.311 2.855
H 2.015 7.384 3.214
H 2.237 5.625 3.212
H 3.863 6.959 0.040
H 4.193 6.052 1.523
H 3.807 7.779 1.597
C -6.385 -5.401 -3.046
C -5.215 -5.039 -2.174
C -4.341 -6.029 -1.728
C -3.324 -5.727 -0.840
C -3.163 -4.419 -0.413
C -3.982 -3.406 -0.889
C -5.006 -3.723 -1.766
S -2.015 -4.058 0.889
O -2.014 -5.141 1.828
O -2.408 -2.728 1.361
N -0.572 -3.761 0.249
C 0.575 -4.494 0.344
C 0.666 -5.868 0.479
C 1.914 -6.508 0.476
C 3.081 -5.805 0.350
C 3.039 -4.399 0.260
C 4.198 -3.599 0.171
C 4.077 -2.239 0.103
C 2.793 -1.670 0.116
N 1.686 -2.374 0.190
C 1.787 -3.731 0.262
H -6.105 -6.141 -3.796
H -6.798 -4.524 -3.545
H -7.178 -5.837 -2.435
H -4.484 -7.050 -2.063
H -2.670 -6.499 -0.453
H -3.833 -2.392 -0.539
H -5.668 -2.942 -2.122
H -0.240 -6.444 0.601
H 1.949 -7.586 0.563
H 4.042 -6.304 0.331
H 5.171 -4.075 0.167
H 4.945 -1.598 0.037
H 2.679 -0.594 0.045
C -1.409 -6.160 -6.853
C -2.012 -4.827 -6.504
C -3.103 -4.739 -5.647
C -3.642 -3.515 -5.294
C -3.098 -2.336 -5.787
N -3.683 -1.106 -5.389
C -3.136 0.155 -5.295
O -3.806 1.152 -5.454
N -1.774 0.261 -5.001
C -0.996 -0.578 -4.195
C 0.347 -0.791 -4.492
C 1.066 -1.693 -3.729
C 0.444 -2.307 -2.657
N -0.808 -2.021 -2.289
C -1.516 -1.196 -3.057
C -2.047 -2.413 -6.696
C -1.506 -3.644 -7.032
H -2.169 -6.941 -6.849
H -0.642 -6.438 -6.125
H -0.941 -6.136 -7.837
H -3.543 -5.645 -5.245
H -4.497 -3.469 -4.635
H -4.688 -1.095 -5.340
H -1.362 1.123 -5.314
H 0.798 -0.292 -5.342
H 2.098 -1.920 -3.961
H 0.960 -3.044 -2.060
H -2.543 -1.011 -2.762
H -1.665 -1.514 -7.159
H -0.680 -3.679 -7.733
*
```

Strongest force on any atom   1.14 eV Å⁻¹
LUMO (alpha / beta)   -2.88 / -2.88 eV
<S²>   6.01
HOMO-LUMO gap (alpha / beta)   6.61 / 6.65 eV

Atom charges from the Löwdin analysis, given in e for atoms 1 to 4: number 1, Fe, carries 0.4536; number 2, C, carries -0.0196; number 3, C, carries -0.2046; number 4, C, carries 0.0909



Here is a 2-piece molecular cluster, C3H7N2 overall in a non-equilibrium geometry from the OMol25 dataset. Energies are from the ωB97M-V functional and the def2-TZVPD basis.

Geometry as ORCA input:
```
! RIJCOSX wB97M-V def2-TZVPD def2/J DEFGRID3
* xyz 1 1
C -0.840 1.321 1.532
C 1.047 -0.915 0.562
C 0.849 -0.190 -0.537
N -1.441 1.064 0.588
N -0.452 -0.346 -1.349
H -0.362 1.740 2.419
H 1.827 -0.834 1.301
H 0.469 -1.791 0.847
H 1.307 0.759 -0.891
H -0.356 -0.511 -2.326
H -0.940 0.570 -1.368
H -1.108 -0.866 -0.779
*
```

Strongest force on any atom   2.50 eV Å⁻¹
LUMO   -3.50 eV
HOMO-LUMO gap   11.93 eV

Atom charges from the Löwdin analysis, given in e for atoms 1 to 4: number 1, C, carries 0.0049; number 2, C, carries 0.0473; number 3, C, carries -0.1288; number 4, N, carries 0.0797



Here is C28H42ClNO9PmSSe as an isolated structure in a non-equilibrium geometry from the OMol25 dataset. Energies are from the ωB97M-V functional and the def2-TZVPD basis.

Geometry as ORCA input:
```
! RIJCOSX wB97M-V def2-TZVPD def2/J DEFGRID3
* xyz 1 5
Pm 9.355 16.580 9.698
C 12.637 16.946 10.801
C 12.325 18.348 10.286
O 11.136 18.410 9.468
C 11.321 18.833 8.077
C 11.359 17.644 7.198
O 10.146 16.843 7.531
C 9.426 16.295 6.387
C 7.889 16.357 6.583
O 7.560 16.970 7.832
C 6.163 16.910 8.273
C 6.094 17.825 9.483
O 7.215 17.673 10.318
C 7.390 18.888 11.054
C 8.166 18.572 12.302
O 9.238 17.735 11.821
C 10.189 17.362 12.865
C 10.955 16.128 12.398
O 11.354 16.287 11.032
H 13.137 17.041 11.774
H 13.207 16.289 10.149
H 13.151 18.709 9.697
H 12.209 19.046 11.119
H 12.195 19.441 7.958
H 10.457 19.420 7.793
H 12.233 17.028 7.405
H 11.325 17.869 6.115
H 9.717 15.272 6.261
H 9.754 16.785 5.424
H 7.410 15.327 6.596
H 7.399 16.927 5.748
H 5.908 15.843 8.507
H 5.474 17.294 7.490
H 5.244 17.523 10.068
H 6.042 18.892 9.155
H 6.392 19.259 11.334
H 7.933 19.685 10.462
H 7.534 18.051 13.004
H 8.535 19.475 12.770
H 9.563 17.159 13.775
H 10.926 18.169 12.980
H 10.298 15.215 12.453
H 11.823 15.954 13.086
Se 7.459 15.196 13.091
C 6.899 13.351 13.069
C 7.263 12.476 14.107
C 6.667 11.249 14.193
N 5.750 10.844 13.327
C 5.494 11.607 12.281
C 6.053 12.853 12.057
H 8.028 12.823 14.788
H 6.881 10.547 15.023
H 4.827 11.202 11.512
H 5.864 13.422 11.168
C 12.525 12.151 11.451
S 11.192 11.069 11.978
C 12.016 9.580 12.437
H 12.214 12.647 10.546
H 13.438 11.571 11.399
H 12.647 12.896 12.217
H 12.993 9.812 12.771
H 12.107 8.846 11.621
H 11.493 9.074 13.270
C 12.053 11.918 5.914
C 11.024 10.866 6.358
C 11.155 9.523 5.933
C 10.163 8.555 6.180
Cl 10.465 6.970 5.685
C 8.936 8.910 6.817
C 8.815 10.180 7.400
C 9.850 11.136 7.185
O 9.822 12.380 7.806
C 9.118 12.473 9.017
C 9.157 13.944 9.426
O 8.064 14.602 9.347
O 10.280 14.551 9.542
H 12.786 11.454 5.302
H 12.595 12.277 6.816
H 11.572 12.771 5.414
H 12.026 9.137 5.420
H 8.125 8.211 6.921
H 7.917 10.522 7.905
H 9.575 11.947 9.863
H 8.004 12.227 8.957
*
```

Strongest force on any atom   2.63 eV Å⁻¹
LUMO (alpha / beta)   -2.76 / -2.75 eV
<S²>   6.00
HOMO-LUMO gap (alpha / beta)   5.55 / 5.56 eV

Atom charges from the Löwdin analysis, given in e for atoms 1 to 4: number 1, Pm, carries 1.9572; number 2, C, carries -0.0832; number 3, C, carries -0.1230; number 4, O, carries -0.2280



Here is C20H26AsN4O2PtS3 as an isolated structure in a non-equilibrium geometry from the OMol25 dataset. Energies are from the ωB97M-V functional and the def2-TZVPD basis.

Geometry as ORCA input:
```
! RIJCOSX wB97M-V def2-TZVPD def2/J DEFGRID3
* xyz 1 3
Pt 0.212 0.343 0.128
O -4.973 1.092 2.013
C -4.802 -0.233 2.046
C -5.800 -1.007 2.650
C -5.682 -2.377 2.730
C -4.568 -3.018 2.198
C -3.578 -2.275 1.599
C -3.671 -0.884 1.512
C -2.553 -0.172 0.889
O -1.568 -0.822 0.434
N -2.616 1.156 0.864
N -1.553 1.766 0.346
C -1.550 3.045 0.230
S -0.142 3.867 -0.371
C -1.025 5.436 -0.698
C -2.020 5.626 0.421
S -2.937 4.053 0.620
H -4.202 1.513 1.574
H -6.659 -0.488 3.044
H -6.460 -2.950 3.210
H -4.483 -4.091 2.255
H -2.703 -2.747 1.182
H -1.522 5.349 -1.667
H -0.284 6.232 -0.731
H -2.740 6.411 0.193
H -1.526 5.845 1.369
C 2.627 2.479 -1.808
As 2.376 0.890 -0.715
C 3.748 1.229 0.644
C 3.296 -0.360 -1.908
H 3.662 2.508 -2.152
H 2.415 3.384 -1.243
H 1.966 2.441 -2.673
H 4.672 1.538 0.153
H 3.946 0.345 1.250
H 3.406 2.032 1.299
H 4.344 -0.060 -1.959
H 2.851 -0.272 -2.900
H 3.227 -1.398 -1.587
N 2.484 -0.608 3.496
C 1.424 0.176 3.742
S 0.090 0.254 2.700
N 1.321 0.936 4.837
C 2.081 1.072 6.014
C 3.462 0.933 6.083
C 4.110 1.162 7.287
C 3.398 1.535 8.413
C 2.022 1.688 8.341
C 1.369 1.456 7.149
H 2.411 -1.258 2.726
H 3.099 -0.853 4.257
H 0.436 1.431 4.879
H 4.042 0.704 5.203
H 5.185 1.067 7.329
H 3.913 1.709 9.342
H 1.458 1.998 9.207
H 0.298 1.577 7.084
*
```

Strongest force on any atom   2.05 eV Å⁻¹
LUMO (alpha / beta)   -2.42 / -4.90 eV
<S²>   2.01
HOMO-LUMO gap (alpha / beta)   7.60 / 5.09 eV

Atom charges from the Löwdin analysis, given in e for atoms 1 to 4: number 1, Pt, carries 0.7614; number 2, O, carries 0.0627; number 3, C, carries -0.2602; number 4, C, carries -0.0059



Here is C14H7BrIrO3S9 as an isolated structure from the OMol25 dataset. Energies are from the ωB97M-V functional and the def2-TZVPD basis.

Geometry as ORCA input:
```
! RIJCOSX wB97M-V def2-TZVPD def2/J DEFGRID3
* xyz -1 1
Ir -0.071 0.155 1.446
O 6.413 0.923 3.262
C 5.265 0.729 2.952
S 4.709 0.595 1.274
C 3.018 0.354 1.654
C 2.663 0.355 2.931
S 1.020 0.121 3.474
S 3.934 0.596 4.109
S 1.881 0.144 0.339
Br -3.913 -6.209 -3.009
C -3.042 -4.822 -2.050
C -2.152 -5.157 -1.042
C -1.520 -4.140 -0.344
C -1.777 -2.812 -0.660
C -2.668 -2.495 -1.677
C -3.311 -3.504 -2.379
C -1.097 -1.727 0.094
O -1.220 -0.522 -0.281
O -0.406 -1.979 1.103
H -1.959 -6.194 -0.808
H -0.823 -4.362 0.453
H -2.851 -1.455 -1.911
H -4.009 -3.270 -3.170
C 2.477 4.094 -0.040
S 1.079 5.201 0.251
C -0.246 4.206 -0.341
C -0.742 3.096 0.240
S -0.192 2.397 1.759
S -2.107 2.383 -0.585
C -2.238 3.500 -1.890
S -3.373 3.399 -3.081
S -1.031 4.728 -1.811
H 3.360 4.614 0.330
H 2.590 3.888 -1.102
H 2.339 3.168 0.512
*
```

Strongest force on any atom   0.75 eV Å⁻¹
LUMO   1.65 eV
HOMO-LUMO gap   6.18 eV

Atom charges from the Löwdin analysis, given in e for atoms 1 to 4: number 1, Ir, carries 0.5968; number 2, O, carries -0.0792; number 3, C, carries -1.0281; number 4, S, carries 0.9479



Here is a 8-piece molecular cluster, C8H32O10 overall in a non-equilibrium geometry from the OMol25 dataset. Energies are from the ωB97M-V functional and the def2-TZVPD basis.

Geometry as ORCA input:
```
! RIJCOSX wB97M-V def2-TZVPD def2/J DEFGRID3
* xyz 0 1
O 1.241 -2.608 4.596
C 0.961 -2.597 3.213
C -0.457 -2.047 3.062
O -1.417 -3.079 3.434
H 2.157 -2.892 4.644
H 1.735 -2.022 2.706
H 1.139 -3.596 2.816
H -0.706 -1.833 2.023
H -0.478 -1.120 3.636
H -2.294 -2.697 3.519
O 3.130 0.813 1.969
C 3.266 0.103 0.774
C 3.396 1.053 -0.469
O 2.465 2.096 -0.411
H 2.219 1.108 2.027
H 4.138 -0.545 0.870
H 2.351 -0.465 0.606
H 3.188 0.336 -1.263
H 4.409 1.448 -0.549
H 2.122 2.063 0.485
C -3.588 -0.286 -0.724
C -3.587 0.971 0.128
O -4.412 2.025 -0.345
H -2.899 -1.001 -0.274
H -3.145 0.054 -1.659
H -4.583 -0.631 -1.007
H -2.554 1.315 0.187
H -3.922 0.762 1.144
H -4.526 2.643 0.381
C -0.998 2.203 -2.038
C -1.000 2.432 -3.581
O 0.173 1.856 -4.084
H -1.244 1.169 -1.795
H -1.744 2.775 -1.486
H -0.050 2.316 -1.512
H -0.924 3.490 -3.829
H -1.858 2.027 -4.117
H 0.355 1.015 -3.659
O -0.045 -0.325 -0.332
H 0.066 -0.384 -1.281
H -0.020 -1.233 -0.030
O 0.475 1.869 1.626
H 0.200 1.352 0.868
H -0.271 2.440 1.810
O 1.155 -2.860 -0.215
H 0.672 -3.638 -0.492
H 1.938 -2.856 -0.765
O 1.077 -0.731 -3.326
H 0.931 -0.958 -4.244
H 1.763 -1.332 -3.035
*
```

Strongest force on any atom   1.75 eV Å⁻¹
LUMO   -0.43 eV
SMILES   OCCO.OCCO.CCO.CCO.O.O.O.O
HOMO-LUMO gap   9.34 eV

Atom charges from the Löwdin analysis, given in e for atoms 1 to 4: number 1, O, carries -0.0581; number 2, C, carries -0.2573; number 3, C, carries -0.1985; number 4, O, carries -0.0693



Here is a 2-piece molecular cluster, C5H15NO overall in a non-equilibrium geometry from the OMol25 dataset. Energies are from the ωB97M-V functional and the def2-TZVPD basis.

Geometry as ORCA input:
```
! RIJCOSX wB97M-V def2-TZVPD def2/J DEFGRID3
* xyz 0 1
C 1.525 1.524 -0.215
C 0.700 0.246 -0.415
N 1.073 -0.735 0.587
C 0.446 -2.045 0.416
C -1.050 -2.016 0.110
C 0.714 -2.918 1.645
H 1.148 2.360 -0.819
H 2.538 1.474 -0.622
H 1.502 1.825 0.829
H -0.327 0.643 -0.365
H 0.777 -0.179 -1.416
H 0.820 -0.355 1.494
H 0.902 -2.533 -0.452
H -1.461 -2.987 0.392
H -1.611 -1.333 0.752
H -1.292 -1.879 -0.940
H 0.648 -3.947 1.282
H 1.660 -2.737 2.145
H -0.076 -2.820 2.392
O -2.861 6.388 -2.544
H -3.630 6.174 -2.010
H -2.143 5.849 -2.245
*
```

Strongest force on any atom   1.35 eV Å⁻¹
LUMO   0.73 eV
SMILES   CCNC(C)C.O
HOMO-LUMO gap   9.52 eV

Atom charges from the Löwdin analysis, given in e for atoms 1 to 4: number 1, C, carries -0.1045; number 2, C, carries -0.3120; number 3, N, carries -0.0578; number 4, C, carries -0.4695



Here is C6H8LiNaO6 as an isolated structure in a non-equilibrium geometry from the OMol25 dataset. Energies are from the ωB97M-V functional and the def2-TZVPD basis.

Geometry as ORCA input:
```
! RIJCOSX wB97M-V def2-TZVPD def2/J DEFGRID3
* xyz 0 1
Na -0.053 0.480 -1.210
O 0.625 -0.976 0.515
O 2.064 0.371 1.530
C 3.051 1.290 1.143
C 2.821 1.460 -0.377
O 1.919 0.423 -0.693
C 1.981 -0.576 0.450
H 2.920 2.220 1.710
H 4.062 0.890 1.341
H 3.759 1.349 -0.945
H 2.368 2.428 -0.630
Li -2.552 1.430 1.395
O -1.781 1.023 -0.513
O -1.590 -1.167 -0.816
C -1.226 -2.306 -0.032
C 0.275 -2.303 0.190
O -3.137 -0.303 0.587
C -2.249 -0.124 -0.261
H -1.716 -2.217 0.946
H -1.568 -3.235 -0.504
H 0.521 -2.988 1.017
H 0.824 -2.657 -0.694
*
```

Strongest force on any atom   2.13 eV Å⁻¹
LUMO   -0.97 eV
HOMO-LUMO gap   4.81 eV

Atom charges from the Löwdin analysis, given in e for atoms 1 to 4: number 1, Na, carries 0.5559; number 2, O, carries -0.1567; number 3, O, carries -0.1170; number 4, C, carries -0.2043